[1]
DFT (wB97M-V/def2-TZVPD) results for a structure of composition C13H22BEuI2O3P2.

The LUMO energy (alpha / beta) is -6.0 / -9.0 eV. Its charge is +2. The total energy is -74745.1774 eV. The spin multiplicity is 7. For the HOMO-LUMO gap (alpha / beta), the calculation gives 4.6703 / 4.8109 eV. For the highest occupied orbital energy (alpha / beta), the calculation gives -0.3910 / -0.5080 hartree. As for the expectation value of S²: 12.030.

CARTESIAN COORDINATES (ANGSTROEM)
Eu (-0.091, 0.807, -1.765)
I (1.703, -0.725, 0.470)
I (-1.484, 1.231, 1.315)
P (-1.587, -2.037, -1.805)
P (1.290, 2.318, 1.593)
O (-1.569, -3.460, 0.700)
O (-3.051, -1.553, 0.553)
O (-0.515, -1.569, 2.460)
C (1.450, 1.444, 3.200)
C (3.048, 2.677, 1.206)
C (-2.107, -3.706, -2.298)
C (-0.597, -1.286, 1.305)
C (-2.624, -4.387, 2.705)
C (-4.528, -3.116, 3.525)
C (-3.623, -4.170, 3.646)
C (-2.574, -3.537, 1.605)
C (-3.470, -2.435, 1.493)
C (0.773, 3.963, 2.215)
C (-0.071, -1.813, -2.818)
C (-2.861, -0.918, -2.477)
C (-4.481, -2.252, 2.434)
B (-1.686, -2.041, 0.199)
H (1.957, 0.486, 3.072)
H (-1.454, -4.440, -1.815)
H (-3.220, -1.313, -3.440)
H (-0.133, 3.872, 2.826)
H (0.454, 1.244, 3.603)
H (-0.107, -0.956, -3.536)
H (-2.524, 0.126, -2.616)
H (-3.694, -0.918, -1.763)
H (0.548, 4.607, 1.359)
H (-3.677, -4.835, 4.506)
H (0.843, -1.778, -2.195)
H (-3.142, -3.888, -1.968)
H (0.005, -2.693, -3.469)
H (-5.158, -1.407, 2.318)
H (-1.880, -5.172, 2.779)
H (-5.300, -2.977, 4.284)
H (-2.048, -3.830, -3.389)
H (1.578, 4.418, 2.804)
H (3.641, 1.762, 1.125)
H (3.106, 3.196, 0.242)
H (3.475, 3.329, 1.975)
H (2.009, 2.067, 3.907)



[2]
DFT (wB97M-V/def2-TZVPD) results for a cluster of 2 separate species, CH8N3 in total.

The LUMO energy is -3.9 eV. Its charge is +1. The total energy is -5626.9549 eV. The spin multiplicity is 1. For the HOMO-LUMO gap, the calculation gives 10.1201 eV. For the highest occupied orbital energy, the calculation gives -0.5143 hartree. The value obtained for the energy relative to the best compared isomer or geometry (same formula, charge and spin) is 454.0 kJ/mol.

CARTESIAN COORDINATES (ANGSTROEM)
N (0.775, 0.691, 0.068)
N (1.628, -0.452, 0.412)
N (-1.242, -0.615, 0.145)
C (-0.157, 0.102, -0.744)
H (-2.212, -0.663, 0.034)
H (2.530, -0.403, -0.168)
H (0.230, -0.451, -1.519)
H (1.947, -0.247, 1.331)
H (-0.937, 1.273, -1.155)
H (-1.303, 0.054, 1.002)
H (-0.721, -1.508, 0.321)
H (0.491, 1.270, 0.856)



[3]
DFT (wB97M-V/def2-TZVPD) results for a structure of composition C27H13BF19GeN5RuS3.

The LUMO energy (alpha / beta) is 1.3 / 1.5 eV. Its charge is -1. The total energy is -179579.5446 eV. The spin multiplicity is 2. For the HOMO-LUMO gap (alpha / beta), the calculation gives 7.0367 / 7.4542 eV. For the highest occupied orbital energy (alpha / beta), the calculation gives -0.2096 / -0.2192 hartree. The value obtained for the energy relative to the best compared isomer or geometry (same formula, charge and spin) is 0.0 kJ/mol. As for the expectation value of S²: 0.767.

CARTESIAN COORDINATES (ANGSTROEM)
Ru (0.221, -1.663, -0.515)
Ge (-1.361, 1.363, 0.645)
S (-0.127, -0.290, 1.341)
S (1.183, -3.035, 1.480)
S (-0.941, -3.729, -0.201)
F (-0.694, -0.282, -2.151)
F (-2.270, 4.695, -3.369)
F (-0.562, -2.436, -2.922)
F (-7.264, -0.008, -0.158)
F (1.983, 2.731, -3.231)
F (-0.922, 4.896, 5.594)
F (0.159, 4.201, 1.120)
F (-6.578, 2.271, 1.121)
F (-4.029, 2.910, 1.467)
F (1.334, 1.431, -1.004)
F (0.197, 4.367, -4.425)
F (0.335, -0.717, -4.183)
F (0.363, 5.646, 3.338)
F (-2.951, 3.441, -1.121)
F (-2.672, 1.169, 3.408)
F (-2.784, -1.139, -0.660)
F (-2.433, 2.656, 5.621)
F (-5.348, -1.695, -1.054)
F (-1.968, -0.916, -3.986)
N (4.552, -1.637, -0.033)
N (-3.714, -4.540, 2.309)
N (3.491, -2.563, -1.874)
N (-0.267, -3.583, 4.932)
N (2.307, -1.142, -0.438)
C (0.775, 2.898, -2.692)
C (-0.443, -3.600, 1.438)
C (-4.293, 1.744, 0.857)
C (-0.827, 2.402, -0.939)
C (-1.802, 3.014, 4.502)
C (-1.033, 4.157, 4.490)
C (-0.509, 3.767, 2.200)
C (-1.907, 2.266, 3.352)
C (-1.279, 2.617, 2.165)
C (2.337, -2.676, -2.752)
C (-5.977, 0.280, 0.031)
C (-0.137, 3.724, -3.309)
C (3.392, -1.768, -0.775)
C (-0.682, -3.697, 3.862)
C (4.300, -3.781, -1.815)
C (-0.382, 4.537, 3.340)
C (5.803, -1.323, -0.717)
C (-5.003, -0.575, -0.424)
C (4.453, -1.100, 1.315)
C (-1.716, 3.232, -1.600)
C (-5.624, 1.443, 0.682)
C (-3.269, 0.915, 0.412)
C (-2.605, -4.240, 2.394)
C (-1.389, 3.894, -2.765)
C (-1.216, -3.853, 2.526)
C (-3.673, -0.251, -0.222)
C (0.421, 2.250, -1.530)
B (-0.745, -1.093, -3.372)
H (4.950, -3.768, -0.949)
H (1.944, -1.700, -3.004)
H (6.058, -0.268, -0.576)
H (5.706, -1.512, -1.782)
H (3.647, -4.655, -1.739)
H (5.350, -1.380, 1.865)
H (6.622, -1.928, -0.323)
H (2.641, -3.165, -3.676)
H (3.593, -1.523, 1.831)
H (2.443, -0.520, 0.344)
H (4.904, -3.878, -2.719)
H (1.556, -3.280, -2.301)
H (4.376, -0.004, 1.327)



[4]
DFT (wB97M-V/def2-TZVPD) results for the molecule C4H6O2.

The LUMO energy is 0.9 eV. The structure (SMILES) is C[C@@]1(C=O)CO1. Its charge is 0. The total energy is -8338.6377 eV. The spin multiplicity is 1. For the HOMO-LUMO gap, the calculation gives 10.9363 eV. For the highest occupied orbital energy, the calculation gives -0.3693 hartree. The value obtained for the energy relative to the best compared isomer or geometry (same formula, charge and spin) is 175.9 kJ/mol.

CARTESIAN COORDINATES (ANGSTROEM)
O (1.877, -1.057, -0.952)
O (-0.173, 0.737, 1.360)
C (0.044, 0.009, 0.156)
C (1.493, -0.254, -0.138)
C (-0.265, 1.454, 0.150)
C (-0.936, -1.097, -0.159)
H (-1.854, -0.734, -0.629)
H (-0.460, -1.827, -0.820)
H (0.540, 2.177, -0.001)
H (-1.204, -1.598, 0.776)
H (2.189, 0.405, 0.425)
H (-1.253, 1.785, -0.168)



[5]
DFT (wB97M-V/def2-TZVPD) results for a structure of composition C43H37Br2Cl2CoN6O2P.

The LUMO energy (alpha / beta) is -5.8 / -5.9 eV. Its charge is +2. The total energy is -270261.8749 eV. The spin multiplicity is 2. For the HOMO-LUMO gap (alpha / beta), the calculation gives 7.0404 / 7.0307 eV. For the highest occupied orbital energy (alpha / beta), the calculation gives -0.4735 / -0.4736 hartree. The value obtained for the energy relative to the best compared isomer or geometry (same formula, charge and spin) is 17.9 kJ/mol. As for the expectation value of S²: 0.778.

CARTESIAN COORDINATES (ANGSTROEM)
Br (4.180, 1.711, 4.687)
Br (5.099, 1.555, -3.163)
Co (-0.592, 1.304, 0.144)
Cl (-4.681, 3.217, 0.511)
Cl (-2.413, 3.642, 2.338)
P (-1.488, -0.205, -1.400)
O (2.017, -2.211, 4.719)
O (-1.072, 4.184, -0.434)
N (-0.095, -2.278, 3.864)
N (1.033, 1.834, -0.956)
N (-1.488, 0.240, 1.558)
N (0.731, 1.902, 1.593)
N (-1.472, 2.936, -0.889)
N (1.746, -2.226, 2.441)
C (-0.884, -2.674, -2.592)
C (1.492, 2.036, 3.854)
C (-0.051, -3.600, -3.197)
C (-1.003, -1.469, 3.176)
C (-2.496, 2.002, -2.931)
C (-3.194, 2.499, -4.038)
C (-4.977, -2.563, 0.457)
C (-2.807, -0.212, -3.819)
C (3.035, -1.895, 1.964)
C (-0.373, -1.468, -2.099)
C (-2.032, 3.055, -2.023)
C (-3.499, 0.296, -4.906)
C (-2.761, 0.271, 1.941)
C (-3.698, 1.662, -5.016)
C (6.793, -0.670, 0.231)
C (1.108, 2.035, -2.274)
C (-4.173, -0.690, -0.819)
C (3.462, 1.726, -2.273)
C (5.283, -1.101, 2.213)
C (-3.678, -3.043, 0.569)
C (2.003, 1.710, 1.194)
C (-0.638, -0.616, 2.140)
C (1.309, -3.341, -3.322)
C (2.794, 1.794, 3.439)
C (2.177, 1.671, -0.271)
C (3.408, 1.579, -0.895)
C (0.496, 2.064, 2.900)
C (1.830, -2.160, -2.821)
C (-4.046, 4.180, 1.848)
C (3.056, 1.626, 2.087)
C (1.316, -2.242, 3.740)
C (0.998, -1.236, -2.203)
C (-5.222, -1.385, -0.234)
C (-2.867, -1.167, -0.711)
C (-2.344, -1.428, 3.577)
C (2.299, 2.005, -2.974)
C (-2.294, 0.614, -2.821)
C (-3.217, -0.560, 2.956)
C (5.484, -1.100, 0.836)
C (4.081, -1.496, 2.788)
C (4.427, -1.524, 0.032)
C (3.217, -1.913, 0.583)
C (-2.627, -2.346, -0.006)
H (0.384, -0.576, 1.799)
H (3.966, -1.506, 3.860)
H (7.047, -1.283, -0.633)
H (4.311, 1.405, -0.328)
H (-5.798, -3.114, 0.898)
H (6.094, -0.802, 2.867)
H (-6.233, -1.012, -0.332)
H (-3.411, 0.967, 1.433)
H (-2.153, 4.073, -2.387)
H (2.889, -1.951, -2.906)
H (0.176, 2.193, -2.797)
H (7.605, -0.751, 0.952)
H (-0.907, 4.065, 0.511)
H (1.255, 2.184, 4.898)
H (-1.620, -2.740, 0.078)
H (6.757, 0.370, -0.106)
H (2.308, 2.164, -4.043)
H (-4.692, 4.064, 2.708)
H (-4.383, 0.222, -1.365)
H (-2.670, -1.282, -3.751)
H (-3.968, 5.213, 1.536)
H (-0.534, 2.192, 3.199)
H (-0.466, -4.525, -3.575)
H (1.437, -0.340, -1.797)
H (1.957, -4.064, -3.800)
H (4.559, -1.566, -1.044)
H (1.111, -2.599, 1.755)
H (-3.342, 3.569, -4.125)
H (-0.365, -2.543, 4.800)
H (-1.938, -2.901, -2.506)
H (-4.254, -0.512, 3.256)
H (-4.237, 2.074, -5.858)
H (-2.685, -2.065, 4.385)
H (4.064, 1.436, 1.751)
H (2.413, -2.246, -0.065)
H (-3.485, -3.968, 1.098)
H (-3.880, -0.378, -5.662)



[6]
DFT (wB97M-V/def2-TZVPD) results for a cluster of 2 separate species, BrH9Si5 in total.

The LUMO energy (alpha / beta) is -1.8 / -2.1 eV. Its charge is 0. The total energy is -109571.9280 eV. The spin multiplicity is 1. For the HOMO-LUMO gap (alpha / beta), the calculation gives 6.8125 / 5.5632 eV. For the highest occupied orbital energy (alpha / beta), the calculation gives -0.3164 / -0.2813 hartree. The value obtained for the energy relative to the best compared isomer or geometry (same formula, charge and spin) is 294.7 kJ/mol.

CARTESIAN COORDINATES (ANGSTROEM)
Br (2.125, -2.732, 2.061)
Si (0.783, -1.621, 0.694)
Si (-1.641, 0.527, -0.544)
Si (2.077, 0.018, -0.473)
Si (0.353, 1.462, -1.158)
Si (-1.467, -1.108, 1.042)
H (0.333, 1.310, -2.542)
H (-0.242, 0.998, 1.382)
H (-2.289, 0.111, -1.784)
H (-1.759, -0.785, 2.427)
H (-2.646, 1.449, -0.251)
H (-1.979, -2.472, 1.099)
H (0.623, 2.787, -0.932)
H (2.935, 0.516, 0.691)
H (2.795, -0.460, -1.711)



[7]
DFT (wB97M-V/def2-TZVPD) results for a structure of composition C30H19AsCl5N2O7STc.

The LUMO energy (alpha / beta) is -3.8 / -5.8 eV. Its charge is +1. The total energy is -185209.2792 eV. The spin multiplicity is 2. For the HOMO-LUMO gap (alpha / beta), the calculation gives 7.4755 / 5.5368 eV. For the highest occupied orbital energy (alpha / beta), the calculation gives -0.4152 / -0.4176 hartree. As for the expectation value of S²: 1.078.

CARTESIAN COORDINATES (ANGSTROEM)
Tc (-2.120, -0.952, 0.418)
As (1.480, -0.685, -0.092)
Cl (-6.285, -4.535, 0.981)
Cl (-5.178, 1.709, -1.798)
Cl (-2.978, 6.516, -1.018)
Cl (-6.364, -3.005, -1.481)
Cl (-6.779, -1.689, 1.059)
S (-2.193, -3.438, -0.621)
O (-1.598, -2.988, 0.686)
O (-1.671, -4.620, -1.181)
O (-1.821, 0.041, 3.284)
O (-3.705, -3.794, -0.218)
O (-2.236, -2.217, -1.438)
O (-2.917, 0.735, -0.307)
O (-0.196, -0.700, -0.063)
N (-0.977, 2.186, 0.938)
N (-3.876, -1.675, 0.698)
C (2.742, 0.262, 4.321)
C (3.666, -2.350, -0.673)
C (2.085, -0.193, 1.665)
C (-1.944, -0.331, 2.218)
C (2.286, -2.373, -0.483)
C (1.576, -3.555, -0.582)
C (1.328, 0.985, -3.835)
C (4.332, -3.527, -0.967)
C (1.650, -1.074, 2.653)
C (-1.895, 2.824, 0.189)
C (-1.906, 4.237, 0.009)
C (0.030, 4.315, 1.408)
C (3.621, -4.716, -1.074)
C (-3.938, 4.045, -1.311)
C (-2.942, 4.822, -0.767)
C (2.249, -4.732, -0.882)
C (-4.413, -2.724, 0.314)
C (-2.916, 1.998, -0.411)
C (3.057, 2.226, -2.714)
C (1.122, 0.231, -2.691)
C (2.294, 1.982, -3.845)
C (1.889, 0.481, -1.553)
C (-3.940, 2.652, -1.132)
C (-0.887, 4.979, 0.645)
C (-0.062, 2.909, 1.535)
C (1.973, -0.842, 3.979)
C (-5.912, -2.979, 0.237)
C (2.852, 0.915, 2.009)
C (3.183, 1.135, 3.339)
C (2.858, 1.476, -1.563)
H (3.482, 1.667, -0.701)
H (0.515, -3.570, -0.417)
H (3.001, 0.439, 5.357)
H (5.403, -3.518, -1.118)
H (1.692, -5.656, -0.966)
H (1.628, -1.525, 4.744)
H (0.362, -0.541, -2.682)
H (0.644, 2.371, 2.161)
H (3.197, 1.616, 1.261)
H (1.055, -1.945, 2.391)
H (2.457, 2.566, -4.741)
H (-0.851, 6.053, 0.533)
H (4.226, -1.422, -0.599)
H (0.818, 4.849, 1.921)
H (3.789, 1.991, 3.605)
H (0.735, 0.790, -4.718)
H (-4.730, 4.509, -1.883)
H (3.816, 2.997, -2.725)
H (4.143, -5.634, -1.309)



[8]
DFT (wB97M-V/def2-TZVPD) results for a cluster of 2 separate species, C6H11P in total.

The LUMO energy is 0.3 eV. Its charge is 0. The total energy is -15683.4298 eV. The spin multiplicity is 1. For the HOMO-LUMO gap, the calculation gives 8.5272 eV. For the highest occupied orbital energy, the calculation gives -0.3015 hartree. The value obtained for the energy relative to the best compared isomer or geometry (same formula, charge and spin) is 425.8 kJ/mol.

CARTESIAN COORDINATES (ANGSTROEM)
P (1.131, 0.010, 0.227)
C (2.047, -0.484, 1.528)
C (1.761, 1.704, -0.256)
C (-2.519, -0.303, 0.334)
C (-3.938, -0.353, 0.130)
C (-1.337, -0.101, 0.303)
C (1.403, -0.989, -1.228)
H (2.056, -1.834, -0.739)
H (1.475, 2.019, -1.246)
H (2.867, 1.619, 0.004)
H (2.003, 0.332, 2.328)
H (0.484, -1.259, -1.660)
H (2.110, -1.476, 1.682)
H (-4.027, 0.218, -0.819)
H (1.391, 2.596, 0.453)
H (-4.606, 0.084, 0.958)
H (2.022, -0.452, -1.941)
H (-4.323, -1.332, -0.058)